[1]
Entry from the OMol25 dataset: C24H26CrN4S2Si as an isolated structure in a non-equilibrium geometry (ωB97M-V/def2-TZVPD).

## Properties
E_LUMO (spin up / spin down)	-0.1004 / -0.1002	Ha
HOMO-LUMO gap (spin up / spin down)	8.14 / 8.14	eV
E_tot	-3279.31232	a.u.
multiplicity	4
charge	+1
F_max	2.5	eV Å⁻¹

```
58
Properties=species:S:1:pos:R:3:forces:R:3
C 1.508814 -4.097242 2.042948 0.193 0.180 0.196
C 1.479102 -3.736806 0.670992 -0.340 0.245 0.072
C 2.318017 -2.616433 0.496091 -0.096 0.216 -0.129
H 0.912839 -4.230114 -0.102056 0.118 -0.064 -0.130
C 2.864189 -2.272987 1.752445 -0.407 -0.029 0.019
C 2.360625 -3.191561 2.709695 0.085 -0.282 0.030
H 2.592544 -3.200295 3.762208 -0.007 0.003 0.038
H 0.975131 -4.917075 2.495063 -0.026 -0.021 0.042
H 2.478833 -2.086028 -0.426995 0.035 -0.001 -0.061
H 3.534452 -1.452578 1.948377 0.124 -0.098 -0.006
Cr 0.596964 -1.995529 1.880402 0.884 1.064 -0.530
C 0.248942 -0.239872 0.682172 -0.063 -0.719 -0.190
H 1.164848 0.360731 0.651956 0.051 -0.092 0.021
H -0.558033 0.446288 0.964420 0.032 -0.351 0.294
H 0.040822 -0.540512 -0.350890 0.071 -0.005 0.017
Si -1.031773 3.046853 -1.835497 -0.096 0.117 0.000
C -1.989909 2.075226 -3.116652 0.033 0.002 0.059
C -1.432824 0.943099 -3.717895 -0.073 0.036 0.005
H -0.425685 0.637480 -3.461178 0.067 -0.007 0.011
C -2.145232 0.207855 -4.652850 -0.002 -0.027 0.007
H -1.696831 -0.665174 -5.108708 0.009 -0.010 -0.026
C -3.431566 0.592855 -5.006149 -0.002 0.019 0.030
H -3.987825 0.020580 -5.737157 0.002 0.005 -0.009
C -3.999712 1.716115 -4.422981 -0.013 -0.024 -0.016
H -4.999946 2.023619 -4.699197 -0.001 0.003 -0.007
C -3.283096 2.449686 -3.487877 0.053 -0.013 0.018
H -3.736783 3.329186 -3.046624 -0.001 0.022 0.009
C 0.760577 3.225504 -2.344358 -0.035 -0.035 0.048
C 1.101423 3.520425 -3.667467 0.008 -0.038 0.071
H 0.323067 3.622018 -4.414322 -0.027 0.014 -0.023
C 2.426357 3.672218 -4.046431 0.033 0.005 -0.007
H 2.671152 3.899505 -5.075870 0.002 0.004 0.000
C 3.438645 3.530190 -3.106678 -0.013 -0.010 0.003
H 4.473296 3.646970 -3.401900 0.001 0.006 -0.003
C 3.119973 3.233613 -1.789502 -0.003 -0.016 -0.012
H 3.905838 3.116374 -1.054623 0.036 0.020 0.008
C 1.792485 3.081843 -1.414380 -0.010 -0.006 -0.096
H 1.558991 2.842576 -0.383838 -0.049 0.003 0.056
H -1.059391 2.378788 -0.505671 0.021 0.027 -0.072
H -1.693999 4.371096 -1.683094 0.059 -0.110 -0.016
N 2.391404 0.799021 3.325959 -1.262 -0.385 1.003
C 1.189912 0.347076 3.909482 0.898 -0.682 -1.944
N 0.425847 -0.669193 3.439742 1.905 1.114 0.074
C -0.701829 -0.821491 4.169922 -0.879 1.029 1.859
C -0.858151 0.042285 5.247596 -0.172 -1.668 -1.701
S 0.488250 1.055448 5.268764 0.555 1.333 0.943
C -1.595979 -1.869196 3.735008 -1.872 -0.018 1.558
C -2.805421 -2.257424 4.301402 2.134 0.997 -0.635
S -3.382363 -3.558597 3.395624 -1.348 -1.033 0.017
C -2.067597 -3.556057 2.340710 1.358 -0.056 -1.575
N -1.191365 -2.575550 2.658234 -0.766 -1.736 -1.580
N -1.928640 -4.438909 1.251097 -0.393 0.825 1.402
H 2.906927 1.581263 3.753718 -0.626 -0.844 -0.467
H 2.718298 0.428379 2.430469 -0.524 0.274 0.720
H -1.687624 0.063399 5.941406 0.318 0.206 -0.007
H -3.282433 -1.817259 5.166564 -0.106 -0.293 -0.214
H -2.648730 -5.152756 1.070009 0.779 0.829 0.206
H -1.145829 -4.348928 0.598367 -0.654 0.077 0.621
```
Forces are in eV/Å.

Atom charges from the natural (NBO) analysis, given in e for atoms 1 to 5: -0.28 -0.32 -0.25 0.24 -0.29

***

[2]
Entry from the OMol25 dataset: C30H26N8SeZn as an isolated structure (ωB97M-V/def2-TZVPD).

## Properties
E_LUMO	-0.2125	Ha
HOMO-LUMO gap	7.55	eV
E_tot	-5777.25853	a.u.
charge	+2
F_max	0.6	eV Å⁻¹

```
66
Properties=species:S:1:pos:R:3:forces:R:3
Zn -0.013853 -0.293985 0.377803 0.029 -0.562 0.148
C -4.476719 -0.207974 0.011311 -0.010 0.058 0.008
C -4.725916 1.151176 -0.072400 0.033 -0.068 0.024
C -3.655485 2.032245 -0.043922 0.113 -0.013 0.013
C -2.366888 1.527648 0.052574 -0.286 -0.071 -0.032
N -2.133788 0.208644 0.161729 0.065 0.084 -0.189
C -3.164614 -0.631766 0.140966 -0.097 -0.094 0.065
C -1.161593 2.393139 -0.000185 0.150 0.139 -0.036
C -1.179660 3.779139 -0.083096 0.007 -0.006 -0.026
C 0.030546 4.452433 -0.151454 -0.010 -0.092 0.028
C 1.223001 3.744409 -0.131043 0.012 -0.029 -0.018
C 1.167809 2.359621 -0.047949 -0.167 0.157 -0.041
N -0.006071 1.732578 0.009164 0.044 0.196 -0.014
C 2.349097 1.458412 -0.033903 0.305 -0.060 -0.049
C 3.651142 1.927691 -0.128949 -0.095 -0.036 0.000
C 4.696162 1.015990 -0.164573 -0.068 -0.026 0.019
C 4.408982 -0.336583 -0.094043 0.044 0.041 -0.006
C 3.085743 -0.725270 0.026252 0.025 -0.092 0.049
N 2.080704 0.144875 0.057066 -0.050 0.144 -0.075
H -5.277659 -0.932050 -0.028578 0.002 0.002 0.034
H -5.737371 1.522840 -0.163908 0.004 0.008 -0.006
H -3.827936 3.095911 -0.107435 -0.007 0.006 -0.035
H -2.927394 -1.685381 0.224141 0.056 0.011 -0.065
H -2.104556 4.334512 -0.109530 -0.023 -0.026 0.030
H 0.045159 5.531465 -0.222463 -0.002 0.001 -0.003
H 2.161896 4.272788 -0.193476 0.025 -0.023 0.018
H 3.853984 2.986494 -0.181661 0.008 0.010 -0.030
H 5.717164 1.362371 -0.248936 0.002 -0.009 -0.005
H 5.192352 -1.079659 -0.132157 -0.011 -0.008 0.023
H 2.816346 -1.772005 0.102422 -0.046 0.012 -0.055
C 0.006402 -4.337636 1.976225 -0.069 0.153 0.112
N 0.171584 -4.959656 0.681623 0.046 0.015 -0.072
C 0.394990 -6.304753 0.472469 0.048 -0.170 -0.150
C 0.466572 -6.489283 -0.862221 0.018 -0.187 0.222
N 0.287625 -5.260820 -1.454536 0.001 0.081 0.113
C 0.304555 -5.009036 -2.886647 -0.009 0.155 -0.252
C 0.104271 -4.328166 -0.503211 0.035 0.338 0.017
Se -0.292733 -2.541343 -0.934325 -0.086 0.069 -0.017
H 0.235669 -5.062513 2.751932 0.018 -0.040 -0.035
H -1.025458 -4.003296 2.097133 0.039 -0.020 -0.027
H 0.682950 -3.489635 2.069384 -0.019 0.019 0.000
H 0.488701 -7.012814 1.276517 -0.012 0.061 0.036
H 0.630760 -7.392487 -1.422724 -0.007 0.064 -0.077
H 0.433656 -5.952426 -3.407787 0.010 -0.034 0.057
H 1.122847 -4.336746 -3.138269 0.012 -0.030 0.031
H -0.629074 -4.546365 -3.199645 -0.024 -0.041 0.046
N -2.753379 -4.189082 9.877832 0.032 0.060 -0.041
C -2.372690 -3.559607 8.995935 -0.079 -0.110 0.216
C -1.906633 -2.806969 7.869792 0.012 0.037 -0.216
C -2.313390 -3.180551 6.589962 0.048 0.069 0.065
C -1.856824 -2.482724 5.489658 0.045 0.148 -0.144
C -0.982819 -1.411608 5.653438 -0.117 -0.172 0.319
C -0.592856 -1.026646 6.929308 0.054 0.043 -0.161
C -1.055666 -1.719625 8.033828 -0.034 -0.019 0.037
N -0.470196 -0.716314 4.512716 0.037 -0.072 -0.196
C 0.326117 0.407604 4.513833 0.050 0.190 -0.080
C 0.619748 0.676791 3.215990 0.073 -0.019 0.056
N 0.028100 -0.270398 2.413799 -0.151 -0.211 0.231
C -0.617930 -1.085688 3.223846 0.009 0.125 0.016
H -2.991703 -4.012420 6.463209 0.001 -0.003 0.007
H -2.208951 -2.772308 4.510341 -0.006 -0.029 -0.018
H 0.078379 -0.193000 7.074500 0.004 -0.031 0.054
H -0.753571 -1.416874 9.026462 0.017 -0.015 0.002
H 0.611224 0.934248 5.405337 -0.036 -0.049 0.011
H 1.216751 1.476850 2.812233 -0.002 -0.002 0.031
H -1.200617 -1.926226 2.898172 -0.013 -0.028 0.035
```
Forces are in eV/Å.

Atom charges from the natural (NBO) analysis, given in e for atoms 1 to 5: 1.62 -0.23 -0.12 -0.20 0.13

***

[3]
Entry from the OMol25 dataset: C26H18BrN3S2Yb as an isolated structure in a non-equilibrium geometry (ωB97M-V/def2-TZVPD).

## Properties
E_LUMO (spin up / spin down)	-0.3470 / -0.4489	Ha
HOMO-LUMO gap (spin up / spin down)	5.94 / 2.98	eV
energy relative to the best compared isomer or geometry (same formula, charge and spin)	100.4	kJ/mol
E_tot	-5694.00069	a.u.
multiplicity	2
charge	+3
F_max	3.7	eV Å⁻¹

```
51
Properties=species:S:1:pos:R:3:forces:R:3
Yb 15.181786 11.460029 4.316224 0.826 -0.062 -1.600
C 16.290898 9.708525 9.773219 1.420 0.947 -0.032
C 16.884619 10.164753 8.416462 -0.947 0.369 0.401
C 18.062013 10.919255 8.283381 -0.466 -1.564 -0.426
C 18.418319 11.330641 7.003114 1.076 0.718 -0.100
C 17.553446 11.250488 5.940466 -0.117 -0.586 0.633
Br 18.073291 12.022604 4.206121 -0.315 -0.527 0.882
N 16.397403 10.598245 6.067818 0.522 -0.025 0.122
C 16.123332 10.027794 7.263186 0.986 0.885 -0.435
H 16.978839 10.186923 10.518684 -0.975 -0.429 -0.262
H 16.341153 8.627267 9.978763 -0.192 0.390 -0.421
H 15.262469 10.118104 9.881490 0.743 -0.441 0.041
H 18.734723 10.958740 9.133559 0.093 0.441 -0.188
H 19.398004 11.704258 6.776893 0.352 0.414 0.349
H 15.244932 9.463391 7.252704 -1.339 -0.797 0.238
S 10.385860 7.701161 5.188619 -0.663 -0.437 0.740
C 9.194283 6.904592 6.180983 0.971 -0.612 -1.348
C 8.822500 7.676703 7.268264 -0.013 1.296 0.788
C 9.484167 8.937127 7.295276 -2.817 -1.265 1.966
C 10.336789 9.099748 6.269012 2.446 0.681 -2.494
C 11.143746 10.307586 6.002889 -2.342 0.292 0.826
C 12.351055 10.316800 5.348695 0.922 0.523 -0.621
N 13.050425 11.444315 5.085928 -1.578 -1.040 0.658
C 12.607151 12.641346 5.558891 -0.534 -0.223 0.682
C 11.340851 12.707971 6.302625 2.010 0.521 -0.708
C 11.014643 13.914439 6.985407 1.162 1.818 0.250
C 11.872631 15.004074 6.968203 -1.032 -1.896 -0.239
C 13.125106 14.943612 6.252921 0.129 -0.338 -0.909
C 14.064708 15.972337 6.296618 -0.017 0.441 0.009
C 15.278616 15.897767 5.605622 0.577 1.071 0.150
C 15.548032 14.753733 4.804788 -1.577 -0.145 0.828
N 14.680235 13.730845 4.794665 0.079 0.283 -0.153
C 13.474644 13.796621 5.462068 -0.019 0.483 0.959
C 16.252472 16.999013 5.756794 -1.140 -0.583 -0.194
C 15.942252 18.198891 6.373683 2.279 0.107 -0.124
C 17.127041 19.023223 6.558921 -1.092 -0.579 -0.163
C 18.212540 18.413509 5.975651 0.957 0.841 0.086
S 17.912952 16.877445 5.253022 -0.617 0.883 0.737
C 10.605482 11.560776 6.423615 0.346 -1.080 -0.350
H 8.814921 5.881827 5.947033 0.397 1.034 0.061
H 8.072566 7.280336 7.957910 0.337 0.495 0.012
H 9.278753 9.731187 8.014781 0.097 -0.474 -0.016
H 12.756276 9.346168 5.060513 0.287 0.322 -0.231
H 10.178637 13.934956 7.669387 -0.331 0.033 -0.287
H 11.583952 15.877152 7.531959 0.262 0.177 0.057
H 13.837291 16.882661 6.877427 0.136 -0.771 -0.269
H 16.451684 14.731886 4.192097 -0.288 -0.363 0.182
H 14.950571 18.473119 6.655696 -0.280 0.259 0.278
H 17.120480 19.989925 7.119087 0.183 -1.001 -0.828
H 19.229250 18.847331 5.908176 -0.793 -0.462 0.098
H 9.600683 11.617486 6.806171 -0.111 -0.022 0.366
```
Forces are in eV/Å.

Atom charges from the natural (NBO) analysis, given in e for atoms 1 to 5: 1.63 -0.65 0.01 -0.10 -0.25